Formula: C4H5CeO2
Source: the OMol25 dataset
Level of theory: ωB97M-V/def2-TZVPD

Computed properties:
Calculated total energy: -779.5949 hartree
HOMO-LUMO gap (spin up / spin down): 4.84 / 6.66 eV
Lowest unoccupied orbital energy (spin up / spin down): -0.5779 / -0.5529 Ha

Structure (ORCA input):
```
! wB97M-V def2-TZVPD RIJCOSX def2/J DEFGRID3
* xyz 3 3
H -0.255 -0.775 -1.243
O -1.594 1.319 1.180
C -0.688 0.792 0.321
C -0.912 -0.525 -0.201
C 0.249 -0.556 0.809
C 1.519 -0.696 0.222
O 1.696 -0.727 -1.022
Ce 3.666 -0.479 -2.637
H -1.887 2.184 0.874
H -0.065 1.494 -0.240
H -1.800 -1.058 0.139
H 0.072 -0.972 1.799
*
```